# C18H28Cl2N2O5Os

A structure of composition C18H28Cl2N2O5Os in a non-equilibrium geometry (ωB97M-V/def2-TZVPD, OMol25).

Last column: Mulliken charge in e.
Cartesian coordinates (Å):
C 0.53 -1.72 -2.64  1.87
C 1.33 -0.58 -3.08  0.18
C 0.49 0.54 -3.28  1.35
C 2.77 -0.58 -3.28  -1.56
C -0.85 0.14 -3.08  0.73
C -0.86 -1.25 -2.67  0.30
C -2.07 -2.13 -2.79  -1.92
C 0.90 -3.16 -2.86  -2.00
C 0.94 1.91 -3.64  -1.72
C -2.04 1.01 -3.24  -2.27
Os 0.23 -1.04 -0.68  1.11
Cl 2.80 0.95 -0.95  -0.53
Cl 2.30 -1.78 -0.11  -0.35
O -0.80 0.52 -0.54  -0.86
H 3.21 -1.57 -3.16  0.32
H 3.18 0.13 -2.36  0.12
H 3.07 -0.15 -4.23  0.44
H 1.84 2.15 -3.05  0.30
H 0.18 2.65 -3.37  0.40
H 1.17 1.97 -4.72  0.28
H -1.87 2.00 -2.79  0.39
H -2.92 0.57 -2.76  0.44
H -2.26 1.16 -4.30  0.31
H -2.95 -1.59 -2.43  0.43
H -1.94 -3.02 -2.17  0.30
H -2.24 -2.41 -3.84  0.29
H 1.95 -3.31 -2.60  0.43
H 0.74 -3.45 -3.91  0.27
H 0.29 -3.79 -2.21  0.33
H -0.22 1.12 0.05  0.33
O -0.64 -2.69 -0.30  -0.77
H -0.40 -2.92 0.65  0.37
C -2.41 0.87 3.17  -1.06
C -1.25 0.44 4.02  -0.95
C 0.18 0.85 3.52  2.24
C 0.52 2.32 3.86  -0.84
C -0.43 3.38 3.33  -1.47
C 1.23 -0.06 4.12  -0.51
O 2.09 0.27 4.93  -0.81
N 1.13 -1.36 3.64  0.08
C 0.52 -1.76 2.44  0.26
O 0.25 -2.93 2.21  -0.91
N 0.31 -0.71 1.56  -0.17
C 0.39 0.56 2.04  -0.04
O 0.65 1.51 1.24  -0.87
H -2.54 1.95 3.13  0.22
H -3.33 0.44 3.59  0.45
H -2.32 0.50 2.14  0.10
H -1.34 0.86 5.03  0.39
H -1.27 -0.65 4.14  0.43
H 0.58 2.41 4.95  0.49
H 1.53 2.53 3.48  0.40
H -1.35 3.42 3.91  0.30
H 0.06 4.36 3.43  0.41
H -0.64 3.21 2.27  0.27
H 1.56 -2.10 4.17  0.30

Kohn-Sham gap (spin up / spin down): 2.6 / 6.0 eV
E_HOMO (spin up / spin down): 1.89 / -1.56 eV
expectation value of S²: 6.05
multiplicity: 5
charge: -2
strongest force on any atom: 3.7 eV Å⁻¹
E_tot: -59849.2808 eV

---

# C51H46I2N3O8SW

A structure of composition C51H46I2N3O8SW in a non-equilibrium geometry (ωB97M-V/def2-TZVPD, OMol25).

Last column: Mulliken charge in e.
Cartesian coordinates (Å):
W -0.02 0.95 0.73  -0.48
C -0.13 -1.16 4.45  0.04
O -0.89 -0.26 5.23  -0.53
C -1.12 1.01 4.80  0.09
C -1.51 1.88 5.82  -0.55
C -1.83 3.20 5.56  -0.81
C -1.79 3.66 4.27  -0.95
C -1.43 2.83 3.20  1.02
C -1.54 3.33 1.88  -1.09
N -1.09 2.69 0.80  1.74
N -1.34 3.25 -0.41  -1.83
C -1.16 2.37 -1.37  0.16
O -0.76 1.15 -1.05  0.01
C -1.40 2.70 -2.76  0.69
C -1.59 1.66 -3.68  -0.35
C -1.79 1.94 -5.02  -0.79
C -1.80 3.25 -5.46  -0.49
C -1.64 4.29 -4.55  -0.76
C -1.45 4.02 -3.21  -0.69
C -1.04 1.48 3.48  0.68
O -0.65 0.68 2.46  0.87
H 0.06 -2.01 5.09  0.34
H 0.82 -0.71 4.15  -0.10
H -0.67 -1.48 3.55  -0.12
H -1.55 1.47 6.82  0.51
H -2.11 3.86 6.37  0.38
H -2.05 4.69 4.05  0.42
H -2.04 4.29 1.72  0.42
H -1.59 0.65 -3.31  0.86
H -1.94 1.13 -5.72  0.46
H -1.93 3.47 -6.51  0.40
H -1.67 5.31 -4.90  0.41
H -1.35 4.82 -2.49  0.48
I 1.76 -1.13 1.07  -0.38
C 2.45 0.62 3.28  -0.93
C 3.26 0.14 4.25  -0.51
C 3.81 1.06 5.17  -0.57
C 3.54 2.39 5.03  -0.98
C 2.75 2.88 3.97  1.23
C 2.55 4.25 3.77  -1.14
C 1.86 4.69 2.68  -1.34
C 1.28 3.77 1.79  -0.26
C 1.35 2.38 1.93  0.58
C 2.16 1.96 3.04  1.53
H 3.48 -0.91 4.32  0.45
H 4.44 0.71 5.97  0.40
H 3.96 3.11 5.72  0.37
H 2.96 4.95 4.50  0.37
H 1.72 5.75 2.50  0.42
H 0.72 4.22 0.98  0.47
I 5.09 7.05 -3.23  0.01
C 4.18 5.23 -2.67  -0.21
C 4.51 4.07 -3.36  -0.61
C 3.94 2.87 -2.97  -0.57
C 3.04 2.83 -1.91  0.08
C 2.71 4.02 -1.25  0.01
C 3.28 5.22 -1.62  -0.68
C 2.45 1.54 -1.45  -0.60
O 2.84 0.47 -1.91  -0.46
O 1.51 1.63 -0.56  0.85
H 5.20 4.10 -4.18  0.38
H 4.18 1.96 -3.48  0.48
H 2.01 3.98 -0.44  0.35
H 3.03 6.13 -1.09  0.46
C 3.03 -2.45 -2.35  -1.43
C 1.52 -2.50 -2.30  -0.23
S 0.67 -0.86 -2.20  1.22
O -0.75 -1.32 -2.35  -1.47
C 1.09 -0.30 -3.92  -0.78
C 0.45 -1.14 -5.00  -1.34
H 3.43 -3.47 -2.37  0.47
H 3.42 -1.95 -1.46  0.17
H 3.38 -1.92 -3.23  0.29
H 1.19 -3.02 -1.41  0.20
H 1.09 -3.00 -3.17  0.36
H 2.18 -0.29 -3.97  0.75
H 0.74 0.73 -3.96  0.31
H 1.02 -2.04 -5.20  0.31
H 0.37 -0.58 -5.93  0.42
H -0.56 -1.42 -4.69  0.24
C -0.62 -7.74 0.78  -1.61
C -0.76 -6.67 -0.27  1.26
C -0.38 -6.93 -1.58  -0.98
C -0.48 -5.96 -2.55  -0.90
C -1.01 -4.73 -2.24  -0.95
C -1.40 -4.45 -0.93  -0.23
N -1.87 -3.16 -0.65  1.52
C -3.08 -2.87 -0.10  0.78
C -4.11 -3.83 -0.05  -1.11
C -5.36 -3.50 0.40  -0.70
C -5.65 -2.21 0.84  -0.88
C -4.65 -1.26 0.82  -0.72
C -3.36 -1.57 0.38  0.27
C -2.32 -0.53 0.51  0.94
O -2.62 0.65 0.76  -0.70
O -1.08 -0.86 0.45  -0.60
C -1.25 -5.41 0.08  1.86
C -1.55 -5.07 1.51  -1.43
H -0.29 -8.67 0.33  0.40
H -1.58 -7.91 1.27  0.31
H 0.10 -7.45 1.54  0.32
H 0.03 -7.90 -1.83  0.33
H -0.15 -6.17 -3.56  0.43
H -1.12 -3.96 -2.99  0.68
H -1.39 -2.40 -1.15  -1.06
H -3.90 -4.82 -0.43  0.54
H -6.14 -4.25 0.40  0.39
H -6.64 -1.96 1.18  0.39
H -4.83 -0.25 1.16  0.56
H -2.49 -5.52 1.83  0.35
H -1.63 -3.99 1.63  -0.19
H -0.75 -5.43 2.16  0.57

Kohn-Sham gap (spin up / spin down): 5.4 / 6.4 eV
E_HOMO (spin up / spin down): -4.29 / -5.12 eV
ΔE to the lowest compared entry with this formula, charge and spin: 1.6953 eV
expectation value of S²: 2.02
multiplicity: 3
charge: -1
strongest force on any atom: 4.0 eV Å⁻¹
E_tot: -103348.2966 eV